P.
Entry from the Open Molecules 2025 dataset: a structure of composition C3H6BrNO2S (ωB97M-V/def2-TZVPD).

Its gap between HOMO and LUMO is 9.51 eV. As for the spin multiplicity: 1.

CARTESIAN COORDINATES (ANGSTROEM)
1 Br -2.161 -1.032 -0.357
2 S -0.334 1.326 -0.114
3 O -1.461 2.022 0.368
4 O 1.006 1.732 0.388
5 N -0.476 1.206 -1.786
6 C 1.065 -1.508 0.175
7 C -0.605 -0.469 0.294
8 C 0.282 -1.020 1.409
9 H 0.821 -2.484 -0.102
10 H -0.260 -1.807 1.855
11 H -0.897 2.055 -1.976
12 H 0.490 1.361 -2.220
13 H 0.661 -0.455 2.230
14 H 1.867 -0.928 -0.165

natural (NBO) atomic charge list, values in e, 4 entries: 0.1965, 2.2368, -0.9302, -0.9293

Q.
Entry from the Open Molecules 2025 dataset: the molecule C3H6BrNO2S (ωB97M-V/def2-TZVPD).

Its gap between HOMO and LUMO is 10.34 eV. As for the SMILES: C/C=C(\Br)S(N)(=O)=O. As for the spin multiplicity: 1.

CARTESIAN COORDINATES (ANGSTROEM)
1 Br -1.511 -2.436 0.368
2 S -2.216 0.480 1.040
3 O -1.611 1.759 0.833
4 O -2.712 0.100 2.316
5 N -3.479 0.224 -0.005
6 C 0.347 -0.289 0.584
7 C -0.972 -0.639 0.655
8 C 2.037 -0.649 0.185
9 H 0.485 0.847 0.834
10 H -3.244 -0.526 -0.662
11 H 2.555 -0.376 1.029
12 H 2.251 -0.125 -0.723
13 H 2.150 -1.753 0.027
14 H -4.342 0.118 0.455

natural (NBO) atomic charge list, values in e, 4 entries: 0.0684, 2.3104, -0.9190, -0.9420

Quick one: most stable of them? Q